Formula: C55H99BF7N9O3P
Source: OMol25
Level of theory: ωB97M-V/def2-TZVPD

Electronic energy, Ha: -3938.9127
HOMO-LUMO gap, eV: 5.1041

ORCA input file:
```
! RIJCOSX wB97M-V def2-TZVPD def2/J DEFGRID3
* xyz -1 1
C 3.086 2.377 1.454
C 3.711 3.141 0.272
C 2.752 4.220 -0.262
C 2.116 3.892 -1.616
C 1.359 2.559 -1.654
C -0.167 2.717 -1.826
C -0.685 3.240 -0.476
C -0.630 2.156 0.629
C -2.074 3.914 -0.539
C -2.029 5.376 -0.093
C -1.154 6.272 -0.991
O -0.435 3.692 -2.793
B -0.589 3.131 -4.117
P 1.090 2.973 -5.248
N 0.982 1.865 -6.409
C -1.636 3.962 -5.089
F -1.030 5.176 -5.402
F -1.886 3.342 -6.286
C -3.011 4.402 -4.543
F -2.879 5.115 -3.383
F -3.582 5.260 -5.463
C -4.054 3.238 -4.333
F -3.572 2.025 -4.685
F -5.185 3.473 -5.077
F -4.448 3.206 -3.027
O -0.907 1.722 -3.845
C -0.795 1.417 -2.453
C 0.064 0.146 -2.360
O 1.156 0.109 -3.257
C 1.827 -1.124 -3.146
C 3.308 -1.033 -3.503
C 3.681 0.127 -4.416
C -2.231 0.979 -2.081
C -2.448 0.014 -0.881
C -3.579 0.513 0.049
C -2.834 -1.413 -1.363
H 2.488 1.536 1.128
H 2.421 3.029 2.013
H 3.835 1.998 2.149
H 4.664 3.552 0.580
H 3.830 2.412 -0.523
H 3.329 5.134 -0.415
H 1.978 4.485 0.448
H 1.495 4.732 -1.904
H 2.924 3.854 -2.344
H 1.578 2.007 -0.746
H 1.775 1.956 -2.450
H -0.033 4.027 -0.118
H -1.606 1.936 1.036
H -0.138 1.264 0.263
H -0.019 2.505 1.456
H -2.502 3.867 -1.530
H -2.769 3.418 0.134
H -1.699 5.448 0.940
H -3.051 5.746 -0.138
H -0.401 6.776 -0.391
H -0.651 5.709 -1.767
H -1.769 7.021 -1.478
H 2.196 2.691 -4.412
H 1.432 4.223 -5.845
H 1.681 1.153 -6.255
H -0.556 -0.728 -2.558
H 0.437 0.047 -1.332
H 1.753 -1.530 -2.137
H 1.344 -1.849 -3.808
H 3.939 -1.010 -2.619
H 3.563 -1.960 -4.016
H 3.328 -0.043 -5.426
H 4.757 0.243 -4.465
H 3.271 1.046 -4.017
H -2.564 0.453 -2.965
H -2.897 1.823 -1.963
H -1.567 -0.122 -0.272
H -3.346 0.245 1.070
H -3.767 1.574 -0.054
H -4.514 0.007 -0.184
H -1.974 -2.076 -1.268
H -3.632 -1.836 -0.764
H -3.122 -1.421 -2.409
C -5.811 -4.985 2.601
C -5.157 -4.796 1.235
C -3.742 -4.222 1.317
C -3.766 -2.905 1.954
N -3.781 -1.860 2.425
H -5.920 -4.034 3.126
H -6.807 -5.416 2.492
H -5.221 -5.654 3.231
H -5.765 -4.131 0.625
H -5.119 -5.755 0.717
H -3.328 -4.119 0.315
H -3.084 -4.881 1.886
C 9.523 -0.487 -4.038
C 9.074 0.066 -5.386
C 8.649 1.537 -5.315
C 7.521 1.716 -4.401
N 6.631 1.858 -3.694
H 8.711 -0.462 -3.310
H 9.844 -1.524 -4.138
H 10.359 0.088 -3.636
H 8.244 -0.531 -5.766
H 9.890 -0.025 -6.106
H 8.351 1.896 -6.300
H 9.476 2.158 -4.967
C 4.772 6.620 3.353
C 4.160 7.847 2.686
C 2.688 8.054 3.058
C 1.883 6.905 2.647
N 1.256 6.002 2.330
H 4.269 5.706 3.037
H 5.825 6.525 3.086
H 4.705 6.689 4.441
H 4.248 7.751 1.603
H 4.721 8.739 2.976
H 2.291 8.944 2.570
H 2.578 8.185 4.136
C 2.143 -0.850 6.343
C 3.544 -1.003 5.763
C 3.794 -0.070 4.575
C 2.851 -0.367 3.500
N 2.095 -0.657 2.688
H 1.379 -1.103 5.605
H 2.012 -1.517 7.196
H 1.964 0.173 6.682
H 3.695 -2.036 5.448
H 4.284 -0.797 6.538
H 4.807 -0.203 4.194
H 3.676 0.973 4.872
C -6.119 -8.342 -1.734
C -6.510 -7.215 -2.684
C -5.305 -6.573 -3.377
C -4.392 -5.985 -2.400
N -3.689 -5.492 -1.644
H -5.489 -7.975 -0.922
H -7.006 -8.789 -1.285
H -5.574 -9.130 -2.257
H -7.057 -6.446 -2.137
H -7.184 -7.604 -3.450
H -5.632 -5.784 -4.053
H -4.754 -7.312 -3.962
C 3.796 -6.179 3.859
C 2.997 -5.102 3.134
C 3.857 -4.244 2.199
C 4.903 -3.546 2.943
N 5.687 -2.976 3.557
H 4.558 -5.741 4.505
H 3.142 -6.782 4.489
H 4.290 -6.846 3.150
H 2.509 -4.457 3.867
H 2.207 -5.569 2.543
H 3.243 -3.496 1.696
H 4.331 -4.861 1.434
C -8.036 -0.294 -2.513
C -8.117 -0.601 -1.022
C -7.020 -1.564 -0.552
C -7.114 -2.854 -1.238
N -7.178 -3.864 -1.776
H -8.179 -1.194 -3.112
H -8.810 0.417 -2.799
H -7.069 0.138 -2.772
H -9.096 -1.024 -0.788
H -8.025 0.326 -0.455
H -7.099 -1.742 0.521
H -6.033 -1.143 -0.749
C -0.472 -4.576 9.905
C -0.738 -3.586 8.777
C -0.200 -4.063 7.424
C 1.251 -4.251 7.467
N 2.389 -4.375 7.505
H 0.598 -4.720 10.063
H -0.896 -4.213 10.840
H -0.917 -5.549 9.687
H -0.289 -2.623 9.024
H -1.813 -3.422 8.682
H -0.425 -3.335 6.644
H -0.661 -5.010 7.140
*
```